1.
19
Properties=species:S:1:pos:R:3 method="wB97M-V/def2-TZVPD" lumo_ev="3.705 / 3.705" e_homo_ev="-2.61 / -2.56" orbital_gap_ev="6.31 / 6.27" charge=-1 spin_multiplicity=1
C 1.60635 0.69812 0.49286
C 0.24367 -0.07105 0.56143
C -0.87194 0.98641 0.52552
C -0.00715 -0.96241 1.82454
N 0.14843 -0.97730 -0.58396
N 0.52544 -0.46852 -1.72471
C -0.19874 -0.39122 -2.84496
O 0.05815 0.02482 -3.91794
N -1.57378 -0.78563 -2.50209
N -1.90804 -1.13778 -1.40337
H 1.50910 1.57888 -0.12370
H 1.84574 1.19454 1.49460
H 2.46642 0.06504 0.09656
H -1.88442 0.56059 0.70041
H -0.90098 1.37479 -0.43382
H -0.58670 1.66715 1.34270
H 0.52816 -1.84371 2.23573
H -0.04821 -0.19483 2.60055
H -0.95151 -1.31789 1.65965

2.
37
Properties=species:S:1:pos:R:3 method="wB97M-V/def2-TZVPD" lumo_ev="-3.318 / -8.042" s_squared=0.761 e_homo_ev="-13.81 / -13.81" orbital_gap_ev="10.49 / 5.76" charge=+1 spin_multiplicity=2
C 0.22122 0.07343 3.30237
N -0.72998 0.67102 2.40206
C -2.11661 0.69233 2.72015
C -1.65094 0.89574 0.01457
C -0.53342 0.52957 0.94073
C 0.07033 -0.84575 0.65261
O 0.66335 -1.07905 -0.58660
O -0.14834 -0.33734 4.35692
H 1.28022 0.32237 3.07477
H -2.60084 -0.26925 2.43335
H -2.60916 1.45124 2.09140
H -2.37661 0.82096 3.73744
H -1.55997 0.48995 -1.05380
H -1.67079 1.98070 -0.13458
H -2.63234 0.52288 0.30863
H 0.24740 1.26541 0.57667
H 0.68748 -1.31617 1.51916
H -0.71439 -1.61502 0.65888
H 1.42067 -0.52804 -0.87421
H -2.98522 -3.28945 -1.34391
H -3.51149 -2.12916 -2.43455
O -2.99795 -2.37976 -1.67960
H -0.58772 -0.18403 -2.50699
H -0.83972 -1.72714 -2.54852
O -0.62098 -0.95045 -3.08731
H 2.55093 -1.63880 1.20492
H 3.50129 -1.14298 2.35574
O 2.69190 -1.65809 2.21130
H 1.64769 2.40236 -3.41535
H 1.39286 2.03181 -1.89066
O 1.80471 2.62424 -2.50600
H 2.70992 1.97068 -0.92485
H 2.25273 2.49433 0.40122
O 2.21323 1.68992 -0.12554
H 1.31661 -0.97134 -2.76073
H 2.15116 -0.45949 -4.01974
O 2.06277 -0.40765 -3.06998

3.
9
Properties=species:S:1:pos:R:3 method="wB97M-V/def2-TZVPD" lumo_ev="-23.217 / -21.628" s_squared=6.359 e_homo_ev="-27.31 / -29.42" orbital_gap_ev="4.10 / 7.79" charge=+4 spin_multiplicity=5
C -1.87524 0.67639 0.19156
C -1.09188 0.09394 1.02018
O -0.27623 -0.85410 0.98408
C 0.73165 -0.92635 -0.02880
O 1.73381 -0.30850 0.21269
O 0.21496 -0.97929 -1.19309
H -2.33031 1.66523 0.30644
Nd 4.21491 0.44367 -0.54304
H -1.32168 0.18899 -0.95003

4.
12
Properties=species:S:1:pos:R:3 method="wB97M-V/def2-TZVPD" lumo_ev=0.766 e_homo_ev=-8.77 orbital_gap_ev=9.54 charge=0 spin_multiplicity=1
O -1.36381 0.00723 1.90056
C -0.06341 0.33917 1.35274
C 0.15136 -0.31101 0.02849
C -0.66287 -0.84740 -1.02615
O -0.06829 -0.77572 -2.20017
C 1.05743 -0.04191 -1.82716
N 1.14785 0.29167 -0.66900
H -1.38730 0.50812 2.69510
H 0.13887 1.34945 1.51621
H 0.91487 0.05313 1.87717
H -1.78535 -0.89002 -1.11115
H 1.92065 0.31730 -2.53664

5.
41
Properties=species:S:1:pos:R:3 method="wB97M-V/def2-TZVPD" lumo_ev="-6.424 / -12.293" s_squared=0.755 e_homo_ev="-15.45 / -15.45" orbital_gap_ev="9.03 / 3.16" charge=+2 spin_multiplicity=2
N 0.89054 -0.31924 0.00566
C 0.55174 -1.80523 0.45232
C -0.94538 -2.11573 0.44017
O -1.60571 -0.97603 0.94999
C 1.22317 -2.68135 -0.54598
N 2.57341 -2.39817 -0.70745
H -0.02777 0.12225 0.09050
H 1.12401 -0.27174 -0.99030
H 1.55838 -0.04252 0.65518
H 1.10250 -1.97544 1.42266
H -1.33329 -3.03505 1.02048
H -1.42183 -2.28793 -0.52918
H -1.95588 -0.83821 1.89297
H 1.11511 -3.72385 -0.17498
H 0.60995 -2.65865 -1.53090
H 3.22983 -3.03148 -0.16216
H 3.12457 -2.34882 -1.54350
H 2.26967 -0.10774 -3.46054
H 1.01349 0.49176 -2.90524
O 1.61898 -0.19062 -2.76311
H -3.61103 0.49873 -1.56635
H -2.49742 0.51187 -0.30910
O -2.70802 0.63047 -1.22789
H -2.33104 0.25983 3.86791
H -1.38540 -0.88354 4.18065
O -2.08822 -0.62987 3.55711
H 0.11602 3.65461 -0.99465
H -0.18026 2.51750 -1.89926
O 0.18237 2.69754 -1.07564
H 3.99651 -0.30616 2.77664
H 3.68094 0.12441 1.21308
O 3.35159 -0.21200 2.08734
H -1.22847 1.44076 -4.41482
H -1.00011 0.43542 -3.33623
O -0.61440 1.30659 -3.63127
H -2.92107 3.52707 -0.50719
H -1.88824 2.26418 -0.46292
O -2.28707 3.06806 0.02724
H -1.22424 3.18339 3.15354
H 0.32815 3.35503 3.37447
O -0.40606 2.74990 3.57075

6.
122
Properties=species:S:1:pos:R:3 method="wB97M-V/def2-TZVPD" lumo_ev=3.934 e_homo_ev=-0.38 orbital_gap_ev=4.31 charge=-2 spin_multiplicity=1
Pb 0.28205 0.39321 -0.57014
C 6.11445 -1.37739 -2.30814
C 4.92305 -0.45899 -2.58324
C 5.10115 0.17341 -3.96824
C 3.63345 -1.28199 -2.52844
N 4.86495 0.59101 -1.57294
C 5.68665 0.70841 -0.47614
C 5.20175 1.69991 0.29506
N 4.07375 2.20671 -0.29324
B 3.24295 3.24051 0.47856
N 2.04545 3.77361 -0.32894
C 2.27555 4.60811 -1.38624
C 1.09465 5.08791 -1.82184
N 0.10545 4.54031 -1.03534
C 0.71415 3.70811 -0.14274
S -0.09125 2.77031 1.01066
C -1.30345 4.94001 -1.03304
C -1.56015 5.75821 0.23996
C -1.59165 5.80601 -2.26064
C -2.23185 3.72401 -1.07734
N 2.79205 2.68541 1.84216
C 2.43735 3.55791 2.83656
C 1.96755 2.85241 3.88326
N 2.02005 1.51971 3.55166
C 2.51695 1.43341 2.28006
S 2.81685 0.01531 1.44496
C 1.73015 0.40771 4.45766
C 0.69855 -0.53809 3.84236
C 3.05435 -0.31839 4.73086
C 1.16445 0.94041 5.77636
C 3.87815 1.53611 -1.45274
S 2.75905 1.90301 -2.63374
H 6.14865 -2.14829 -3.07384
H 6.01495 -1.86139 -1.34124
H 7.04855 -0.82009 -2.33954
H 5.08065 -0.59789 -4.73434
H 6.04945 0.70671 -4.02404
H 4.29135 0.87651 -4.14864
H 3.69245 -2.10949 -3.23204
H 2.78215 -0.66179 -2.79124
H 3.46805 -1.67509 -1.52714
H 6.54205 0.08941 -0.31764
H 5.56095 2.08221 1.22986
H 3.96305 4.18781 0.70766
H 3.26955 4.77611 -1.74754
H 0.90215 5.73021 -2.65244
H -0.93005 6.64821 0.27216
H -1.35505 5.13991 1.10986
H -2.60115 6.06901 0.27166
H -1.02445 6.73511 -2.23984
H -2.64995 6.05941 -2.27584
H -1.35575 5.24871 -3.16294
H -2.23265 3.20101 -0.12674
H -1.89965 3.01741 -1.83394
H -3.24895 4.03931 -1.30484
H 2.53845 4.61821 2.70736
H 1.57205 3.21211 4.80726
H 1.10395 -1.03629 2.96836
H -0.19115 0.00811 3.53886
H 0.41045 -1.29079 4.57226
H 3.46335 -0.68899 3.79416
H 2.89445 -1.15819 5.40106
H 3.77245 0.36481 5.18516
H 0.22125 1.45331 5.60596
H 1.86565 1.60971 6.27236
H 0.97595 0.09781 6.43706
O 0.75455 -3.18369 0.58076
H 0.03745 -2.77819 1.08426
H 0.95245 -2.54499 -0.11174
O -1.09265 1.87421 -4.64284
C -0.94545 1.50671 -3.52384
N -0.85715 1.14621 -2.41224
N 0.33705 -1.70789 -2.06464
S -0.96245 -2.58259 -1.89674
C -2.38655 -1.76889 -2.68644
C -3.49485 -1.50699 -1.90214
C -4.56125 -0.80999 -2.44384
C -4.51465 -0.37809 -3.75864
C -3.40535 -0.65439 -4.54154
C -2.33865 -1.35439 -4.00504
C -0.80885 -3.91579 -3.14194
C 0.47695 -4.33369 -3.46544
C 0.66765 -5.40379 -4.31304
C -0.43155 -6.08459 -4.83404
C -1.71645 -5.67699 -4.49224
C -1.91265 -4.60449 -3.64444
H 0.46385 -1.31969 -2.99144
H -3.50735 -1.82199 -0.87254
H -5.42165 -0.59259 -1.82784
H -5.34535 0.17351 -4.17974
H -3.35495 -0.30809 -5.56464
H -1.47355 -1.57509 -4.61514
H 1.30675 -3.79279 -3.03144
H 1.67005 -5.71429 -4.57554
H -0.28435 -6.92529 -5.49864
H -2.56825 -6.20559 -4.90014
H -2.91135 -4.29019 -3.37644
C -1.35995 -0.60069 0.56506
C -2.13405 -1.07849 1.37786
C -3.00295 -1.64239 2.34336
C -3.49165 -2.95579 2.09066
C -2.89535 -3.74429 1.07306
C -3.30115 -5.02689 0.80506
C -4.35805 -5.59999 1.50656
C -5.01855 -4.82449 2.45226
C -4.60465 -3.54399 2.73976
C -3.24965 -0.84709 3.50466
C -3.01645 0.54961 3.46626
C -3.24685 1.35401 4.55456
C -3.69235 0.81631 5.75826
C -3.84875 -0.56019 5.84996
C -3.63265 -1.37209 4.75966
H -2.08755 -3.31789 0.49796
H -2.78405 -5.60459 0.04666
H -4.67805 -6.61569 1.30636
H -5.88365 -5.23269 2.97246
H -5.17285 -2.96089 3.45196
H -2.64535 0.98621 2.55076
H -3.08935 2.42431 4.47506
H -3.89545 1.45151 6.61256
H -4.13775 -1.00619 6.79856
H -3.70475 -2.44299 4.88556

7.
17
Properties=species:S:1:pos:R:3 method="wB97M-V/def2-TZVPD" lumo_ev=0.812 e_homo_ev=-8.53 orbital_gap_ev=9.34 charge=0 spin_multiplicity=1
C -2.17105 -1.82628 -2.54499
C -3.03457 -1.76165 -1.46121
N -3.18596 -0.69973 -0.50502
H -1.32405 -1.15989 -2.75108
H -2.31974 -2.51057 -3.43924
H -3.73640 -2.59679 -1.35786
H -2.74214 0.13333 -0.80288
H -4.24977 -0.60165 -0.54047
N 2.50013 2.37400 1.78620
C 3.05632 1.02039 1.51285
N 2.08819 -0.09842 1.47013
H 1.62273 2.65935 1.21738
H 3.15393 3.11624 1.53428
H 3.81282 0.75619 2.23606
H 3.58955 1.03188 0.53943
H 1.35928 0.29517 0.79651
H 1.58070 -0.13156 2.30991

8.
80
Properties=species:S:1:pos:R:3 method="wB97M-V/def2-TZVPD" lumo_ev=0.282 e_homo_ev=-7.46 orbital_gap_ev=7.74 charge=0 spin_multiplicity=1
Pb 0.42662 -1.37367 0.36659
O 1.08837 -2.05847 5.14126
C 0.65053 -1.68029 3.93999
O 1.38471 -1.47535 3.00480
C -0.84924 -1.46161 3.93773
O -1.40645 -1.47322 2.64878
C -2.05640 -2.71298 2.32674
C -1.03425 -3.79752 1.96893
O -1.12278 -4.89861 2.47810
O -0.14864 -3.42734 1.10236
H 2.05366 -2.13672 5.09451
H -1.32153 -2.19401 4.59529
H -1.00653 -0.46696 4.36812
H -2.67727 -3.03869 3.16165
H -2.68805 -2.49795 1.46445
C 3.60788 2.28407 0.67899
C 4.02059 0.84319 0.96077
C 5.54015 0.75952 1.13083
C 3.54113 -0.14177 -0.09092
C 3.76372 -1.51089 0.08715
C 3.32111 -2.44324 -0.83675
C 2.63320 -2.04547 -1.98680
C 2.11880 -3.05719 -2.97459
C 2.42337 -0.68389 -2.17267
C 2.86560 0.25409 -1.24231
H 3.91106 2.92452 1.50826
H 2.52983 2.39172 0.55101
H 4.09556 2.65957 -0.22374
H 3.55937 0.53716 1.90809
H 6.03970 1.03717 0.20030
H 5.86842 -0.24389 1.40033
H 5.87376 1.44390 1.91245
H 4.27634 -1.85671 0.97687
H 3.50319 -3.49716 -0.66279
H 1.17388 -3.48953 -2.63693
H 2.82509 -3.87764 -3.09952
H 1.94460 -2.60010 -3.94802
H 1.90826 -0.34755 -3.06316
H 2.66844 1.30137 -1.42951
C -2.54857 0.99114 -3.73055
C -1.13336 0.90030 -3.14922
C -0.11665 1.22567 -4.24712
C -0.97449 1.79327 -1.93263
C -0.71886 3.14551 -2.11532
C -0.52254 3.99691 -1.03854
C -0.60804 3.49235 0.24413
C -0.90237 2.15007 0.47554
C -1.09700 1.68424 1.90520
C 0.17785 1.84356 2.73507
C -2.26180 2.42200 2.57055
C -1.07586 1.28329 -0.61768
N -1.30090 -0.10032 -0.41942
C -2.55730 -0.60427 -0.66974
C -3.75810 0.09544 -0.48647
C -4.98492 -0.49576 -0.74924
C -5.06580 -1.80621 -1.19997
C -3.89361 -2.52911 -1.39642
C -2.69378 -1.91632 -1.13447
F -1.53596 -2.62155 -1.33575
H -2.65308 0.32283 -4.58797
H -2.75050 2.01030 -4.07012
H -3.30502 0.72065 -2.99558
H -0.96349 -0.12898 -2.82415
H -0.36263 2.16156 -4.75224
H -0.11786 0.44012 -5.00502
H 0.89422 1.32607 -3.85153
H -0.65173 3.54154 -3.12104
H -0.31012 5.04560 -1.20240
H -0.47047 4.15897 1.08793
H -1.36480 0.62784 1.87122
H 0.51429 2.88285 2.74189
H 0.99639 1.23542 2.34454
H 0.00837 1.54831 3.77392
H -2.05231 3.48885 2.67355
H -2.44746 2.02093 3.56968
H -3.17739 2.31441 1.98787
H -3.70519 1.12324 -0.14745
H -5.89064 0.07692 -0.59582
H -6.02396 -2.26564 -1.39760
H -3.90033 -3.54992 -1.75426